Here is a molecular structure, C4H11CsNO5S from the OMol25 dataset. Energies are from ωB97M-V/def2-TZVPD.

Geometry as XYZ:
```
23
Properties=species:S:1:pos:R:3:forces:R:3
Cs 3.1383 -1.8320 -0.4992 -0.243 -0.719 -0.678
S 1.1162 -3.3184 -2.9222 0.994 -4.332 -3.263
O 1.1908 -3.2117 -4.3561 -0.674 0.245 -2.654
O 0.7598 -2.0462 -2.4097 -0.759 5.095 3.457
O 0.1559 -4.3353 -2.5065 -0.407 -0.481 0.922
O 2.5093 -3.7027 -2.5595 1.272 0.195 2.430
C -0.6831 -0.7089 0.8301 -0.965 -1.472 0.951
C -0.2504 0.5735 0.2312 1.904 0.859 1.855
C 0.0974 1.5339 1.4270 -0.448 0.131 0.232
O -1.0148 1.7780 2.2992 -0.577 1.760 -0.686
C -1.7815 2.9190 1.8827 -1.264 -0.565 -0.385
N 1.0254 0.2917 -0.4803 -1.194 0.880 0.238
H 0.0816 -1.1766 1.4503 0.713 0.072 -0.427
H -1.0085 -1.4476 0.0976 0.012 0.035 -0.071
H -1.4364 -0.6021 1.6106 -0.619 0.361 -0.439
H -1.0157 1.0179 -0.4050 -0.076 0.074 -0.036
H 0.5226 2.4885 1.1171 -0.107 0.240 -0.479
H 0.8329 1.1650 2.1418 0.269 -0.824 -0.548
H -2.0826 2.8875 0.8356 0.321 -0.446 -0.390
H -1.4275 3.9435 1.9971 1.128 -0.184 0.539
H -2.7526 2.9255 2.3775 0.132 -0.381 0.483
H 1.3206 1.1508 -0.9217 0.182 0.277 -0.236
H 0.7025 -0.2934 -1.2375 0.405 -0.821 -0.816
```
Positions in Å, forces in eV/Å.

For the HOMO energy, the calculation gives -0.1060 Ha. The value obtained for the orbital gap is 4.5 eV. For the total energy, the calculation gives -1008.32296 hartree. The total charge is -1. Its energy relative to the best compared isomer or geometry (same formula, charge and spin) is 26.1 kcal per mole.